(1)
{
  "formula": "C32H38AsN4O2PReSSe",
  "method": "ωB97M-V with the def2-TZVPD basis set",
  "lumo_energy_ha": -0.3459,
  "charge": 3,
  "e_tot_ev": -192269.31820,
  "gap_ev": 4.734,
  "e_above_lowest_kcal_mol": 18.39,
  "species": ["Re", "O", "N", "C", "C", "C", "C", "C", "C", "C", "P", "C", "C", "C", "C", "C", "C", "C", "C", "C", "C", "C", "C", "H", "H", "H", "H", "H", "H", "H", "H", "H", "H", "H", "H", "H", "H", "H", "H", "O", "N", "C", "C", "C", "C", "C", "H", "H", "H", "H", "H", "C", "N", "C", "C", "N", "C", "C", "Se", "H", "H", "H", "H", "H", "H", "H", "H", "C", "As", "C", "C", "S", "H", "H", "H", "H", "H", "H", "H", "H", "H"],
  "positions_angstrom": [[0.448, 1.441, 0.508], [2.151, 3.474, 1.515], [0.848, 3.416, 1.008], [0.171, 4.515, 0.986], [-1.152, 4.758, 0.467], [-1.578, 6.089, 0.588], [-2.816, 6.489, 0.116], [-3.643, 5.558, -0.489], [-3.233, 4.232, -0.616], [-1.999, 3.814, -0.146], [-1.623, 2.036, -0.235], [-2.764, 1.370, 1.016], [-2.320, 1.512, 2.336], [-3.105, 1.093, 3.397], [-4.349, 0.525, 3.147], [-4.805, 0.397, 1.843], [-4.021, 0.825, 0.778], [-2.097, 1.552, -1.903], [-1.776, 2.405, -2.961], [-2.041, 2.023, -4.267], [-2.629, 0.792, -4.526], [-2.947, -0.062, -3.478], [-2.677, 0.310, -2.171], [2.289, 4.321, 1.972], [0.666, 5.401, 1.384], [-0.928, 6.818, 1.056], [-3.127, 7.519, 0.218], [-4.614, 5.855, -0.864], [-3.896, 3.518, -1.090], [-1.372, 2.007, 2.561], [-2.761, 1.227, 4.415], [-4.973, 0.205, 3.971], [-5.785, -0.018, 1.652], [-4.406, 0.750, -0.231], [-1.331, 3.374, -2.770], [-1.800, 2.692, -5.082], [-2.850, 0.504, -5.545], [-3.423, -1.012, -3.682], [-2.950, -0.353, -1.361], [0.281, -0.305, 1.301], [-0.669, -1.276, 1.317], [-1.129, -1.759, 0.157], [-2.018, -2.808, 0.174], [-2.393, -3.360, 1.392], [-1.858, -2.855, 2.569], [-0.972, -1.804, 2.509], [-0.747, -1.285, -0.735], [-2.394, -3.196, -0.761], [-3.085, -4.191, 1.423], [-2.111, -3.275, 3.532], [-0.481, -1.357, 3.360], [1.598, -5.216, -1.420], [2.640, -5.364, -0.420], [3.417, -6.497, -0.260], [4.229, -6.272, 0.789], [3.939, -5.008, 1.263], [4.600, -4.365, 2.389], [2.964, -4.453, 0.520], [2.219, -2.767, 0.786], [1.889, -5.756, -2.317], [1.477, -4.160, -1.646], [0.655, -5.616, -1.048], [3.318, -7.353, -0.902], [4.981, -6.894, 1.241], [5.272, -5.084, 2.849], [3.860, -4.040, 3.116], [5.167, -3.502, 2.048], [3.761, -1.015, -2.060], [3.468, 0.678, -1.214], [3.960, 0.651, 0.642], [4.462, 2.056, -2.108], [1.299, 1.223, -1.487], [4.835, -1.162, -2.174], [3.282, -1.007, -3.038], [3.332, -1.783, -1.415], [4.936, 0.168, 0.708], [3.253, 0.043, 1.207], [4.019, 1.674, 1.008], [5.524, 1.867, -1.945], [4.190, 3.023, -1.692], [4.247, 2.029, -3.175]],
  "mulliken_charge": [0.10, -0.38, 0.44, 0.53, 0.38, -1.02, -0.90, -0.77, -0.29, 0.51, 1.47, 1.07, -0.38, -0.86, -0.66, -0.89, -0.38, 0.49, -0.66, -0.83, -0.72, -1.27, -0.45, 0.33, 0.48, 0.42, 0.45, 0.49, 0.47, 0.29, 0.51, 0.48, 0.50, 0.49, 0.47, 0.48, 0.46, 0.49, 0.49, -0.68, 1.45, -0.20, -1.28, -0.34, -1.11, -0.35, 0.74, 0.63, 0.51, 0.58, 0.57, -0.82, 0.21, -0.45, -0.39, 0.20, -0.81, -0.16, -0.49, 0.34, 0.26, 0.29, 0.48, 0.43, 0.30, 0.34, 0.28, -0.58, 0.61, -0.87, -1.05, -0.29, 0.42, 0.41, -0.11, 0.45, 0.17, 0.32, 0.44, 0.35, 0.39]
}


(2)
{
  "formula": "C4H8O2",
  "method": "ωB97M-V with the def2-TZVPD basis set",
  "lumo_energy_ha": 0.0337,
  "e_tot_ev": -8371.66720,
  "gap_ev": 10.229,
  "e_above_lowest_kcal_mol": 37.23,
  "smiles": "COCC(C)=O",
  "species": ["C", "O", "C", "C", "C", "O", "H", "H", "H", "H", "H", "H", "H", "H"],
  "positions_angstrom": [[-0.908, -0.427, 2.295], [0.027, -0.776, 1.290], [-0.180, -0.533, -0.085], [0.517, 0.708, -0.689], [0.982, 0.577, -2.126], [0.678, 1.728, -0.077], [-0.935, -1.272, 2.984], [-1.908, -0.247, 1.904], [-0.580, 0.470, 2.829], [-1.251, -0.444, -0.327], [0.213, -1.422, -0.595], [1.946, 0.070, -2.130], [0.286, -0.002, -2.727], [1.112, 1.570, -2.547]],
  "mulliken_charge": [-0.61, -0.35, -0.42, 0.71, -1.14, -0.53, 0.21, 0.31, 0.24, 0.31, 0.30, 0.28, 0.35, 0.34]
}


(3)
{
  "formula": "C5H14",
  "method": "ωB97M-V with the def2-TZVPD basis set",
  "lumo_energy_ha": [-0.1060, -0.3839],
  "charge": 1,
  "e_tot_ev": -5399.95475,
  "gap_ev": [13.428, 5.091],
  "e_above_lowest_kcal_mol": 26.54,
  "multiplicity": 2,
  "species": ["C", "C", "H", "H", "H", "H", "H", "H", "C", "C", "C", "H", "H", "H", "H", "H", "H", "H", "H"],
  "positions_angstrom": [[0.044, -1.719, 1.626], [-0.176, -2.921, 0.818], [-0.778, -0.990, 1.867], [0.608, -1.990, 2.487], [0.730, -0.924, 1.192], [-0.656, -3.800, 1.421], [-0.680, -2.811, -0.103], [0.791, -3.202, 0.465], [0.249, 1.671, -1.370], [-0.212, 2.796, -0.472], [0.114, 0.326, -0.737], [-0.520, 1.433, -2.113], [1.128, 1.912, -1.950], [-0.108, 2.635, 0.597], [-0.812, 0.400, -0.100], [-1.176, 3.047, -0.785], [0.483, 3.677, -0.643], [-0.023, -0.340, -1.572], [0.892, 0.036, 0.046]],
  "mulliken_spin": [0.17, 0.01, 0.04, 0.02, 0.10, 0.05, 0.00, 0.02, 0.11, 0.01, 0.12, 0.13, 0.02, 0.02, 0.03, 0.02, 0.00, 0.00, 0.14]
}


(4)
{
  "formula": "C33H92N10O9",
  "method": "ωB97M-V with the def2-TZVPD basis set",
  "lumo_energy_ha": 0.0225,
  "e_tot_ev": -69035.59858,
  "gap_ev": 9.171,
  "e_above_lowest_kcal_mol": 83.16,
  "smiles": "COC[C@H](C)N.COC[C@H](C)N.COC[C@H](C)N.COC[C@H](C)N.COC[C@H](C)N.COC[C@H](C)N.COC[C@H](C)N.COC[C@H](C)N.NC(N)=O",
  "species": ["C", "O", "C", "C", "C", "N", "H", "H", "H", "H", "H", "H", "H", "H", "H", "H", "H", "C", "O", "C", "C", "C", "N", "H", "H", "H", "H", "H", "H", "H", "H", "H", "H", "H", "C", "O", "C", "C", "C", "N", "H", "H", "H", "H", "H", "H", "H", "H", "H", "H", "H", "C", "O", "C", "C", "C", "N", "H", "H", "H", "H", "H", "H", "H", "H", "H", "H", "H", "C", "O", "C", "C", "C", "N", "H", "H", "H", "H", "H", "H", "H", "H", "H", "H", "H", "C", "O", "C", "C", "C", "N", "H", "H", "H", "H", "H", "H", "H", "H", "H", "H", "H", "C", "O", "C", "C", "C", "N", "H", "H", "H", "H", "H", "H", "H", "H", "H", "H", "H", "C", "O", "C", "C", "C", "N", "H", "H", "H", "H", "H", "H", "H", "H", "H", "H", "H", "N", "C", "N", "O", "H", "H", "H", "H"],
  "positions_angstrom": [[-1.005, 2.326, 4.206], [-2.342, 1.784, 4.156], [-2.361, 0.403, 4.402], [-3.782, 0.012, 4.611], [-4.334, 0.641, 5.873], [-3.755, -1.450, 4.771], [-1.129, 3.433, 4.225], [-0.469, 2.077, 3.278], [-0.488, 1.987, 5.078], [-1.933, -0.216, 3.597], [-1.781, 0.205, 5.300], [-4.489, 0.288, 3.768], [-5.353, 0.784, 5.926], [-4.026, 1.652, 6.093], [-3.960, -0.043, 6.704], [-4.031, -1.887, 3.915], [-4.384, -1.813, 5.476], [0.456, 9.368, -0.847], [0.501, 8.660, -2.102], [-0.741, 7.970, -2.271], [-0.906, 7.736, -3.782], [-2.102, 6.900, -4.030], [0.291, 7.092, -4.406], [-0.030, 8.705, -0.116], [-0.114, 10.311, -0.883], [1.469, 9.630, -0.490], [-0.665, 6.990, -1.741], [-1.600, 8.554, -1.883], [-1.028, 8.800, -4.085], [-2.305, 6.577, -5.051], [-2.936, 7.385, -3.521], [-1.892, 6.035, -3.380], [0.099, 6.972, -5.358], [1.123, 7.720, -4.237], [-5.864, -4.808, 3.072], [-4.660, -4.025, 3.134], [-3.645, -4.671, 2.383], [-2.572, -3.645, 1.996], [-3.033, -2.340, 1.208], [-1.562, -4.281, 1.176], [-6.179, -4.924, 2.062], [-6.647, -4.245, 3.642], [-5.808, -5.802, 3.431], [-3.187, -5.545, 2.925], [-4.036, -5.150, 1.395], [-2.115, -3.152, 2.927], [-3.650, -2.509, 0.272], [-2.142, -1.777, 0.932], [-3.555, -1.624, 1.887], [-0.980, -5.001, 1.613], [-0.916, -3.585, 0.782], [6.514, 1.232, -2.664], [5.894, 0.017, -2.367], [5.831, -1.108, -3.275], [5.804, -2.362, -2.417], [6.017, -3.594, -3.284], [4.636, -2.573, -1.547], [5.987, 1.957, -2.022], [6.405, 1.507, -3.709], [7.556, 1.217, -2.368], [4.963, -1.073, -3.917], [6.793, -1.024, -3.928], [6.686, -2.220, -1.785], [6.005, -4.543, -2.724], [7.013, -3.609, -3.759], [5.213, -3.618, -4.003], [3.840, -2.907, -2.039], [4.369, -1.767, -0.992], [-0.648, -1.197, -5.906], [-0.545, -2.147, -4.836], [-1.206, -3.300, -5.013], [-1.095, -4.049, -3.660], [-1.824, -3.339, -2.551], [0.249, -4.305, -3.166], [-0.052, -0.354, -5.493], [-1.707, -0.948, -5.955], [-0.268, -1.587, -6.862], [-2.286, -3.240, -5.322], [-0.771, -3.952, -5.863], [-1.567, -5.009, -3.836], [-2.838, -3.041, -2.938], [-1.288, -2.441, -2.264], [-1.904, -3.923, -1.645], [0.764, -4.842, -3.833], [0.705, -3.404, -3.052], [-0.481, 3.153, -2.192], [-1.549, 2.883, -1.341], [-2.452, 3.976, -1.258], [-3.468, 3.889, -0.134], [-2.727, 3.833, 1.216], [-4.363, 2.768, -0.308], [0.045, 4.114, -1.919], [-0.818, 3.356, -3.141], [0.257, 2.387, -2.092], [-1.968, 4.933, -1.215], [-3.005, 3.977, -2.205], [-4.119, 4.802, -0.142], [-3.373, 3.596, 2.055], [-2.341, 4.807, 1.511], [-1.869, 3.138, 1.245], [-4.615, 2.301, 0.559], [-4.020, 2.074, -0.940], [2.829, -4.391, 2.196], [1.726, -3.577, 2.519], [1.362, -3.801, 3.834], [0.315, -2.755, 4.135], [0.855, -1.368, 4.598], [-0.624, -3.325, 5.124], [3.082, -4.216, 1.171], [2.398, -5.419, 2.340], [3.697, -4.222, 2.806], [0.936, -4.801, 3.840], [2.275, -3.774, 4.618], [-0.185, -2.541, 3.158], [1.805, -1.272, 4.070], [1.109, -1.356, 5.674], [0.225, -0.425, 4.369], [-1.213, -2.587, 5.461], [-1.064, -4.168, 4.805], [2.043, -0.774, -3.607], [1.718, -1.320, -2.351], [1.983, -0.440, -1.216], [0.718, -0.521, -0.350], [0.660, 0.531, 0.740], [0.414, -1.875, 0.187], [3.037, -0.441, -3.557], [1.386, 0.040, -3.992], [2.114, -1.543, -4.338], [2.772, -0.930, -0.786], [2.226, 0.623, -1.483], [-0.185, -0.316, -1.014], [1.566, 0.350, 1.345], [-0.210, 0.353, 1.349], [0.616, 1.581, 0.515], [0.434, -2.675, -0.510], [1.046, -2.162, 0.942], [3.736, -0.497, 2.503], [4.392, 0.500, 1.899], [5.382, 0.141, 1.014], [4.131, 1.718, 2.111], [2.858, -0.237, 2.889], [3.810, -1.467, 2.195], [6.063, -0.567, 1.345], [5.937, 0.976, 0.713]],
  "mulliken_charge": [-0.62, -0.38, 0.12, 0.58, -1.60, -0.29, 0.25, 0.02, 0.43, -0.24, 0.44, 0.12, 0.46, 0.30, 0.35, -0.15, 0.22, -0.72, -0.38, -0.66, 0.54, -1.11, -0.63, 0.29, 0.27, 0.26, 0.22, 0.41, 0.14, 0.39, 0.33, 0.18, 0.23, 0.26, -0.97, -0.20, -1.00, 2.39, -0.77, -0.48, 0.40, 0.23, 0.37, 0.36, 0.33, -1.10, 0.28, -0.08, 0.06, 0.28, -0.02, -0.90, -0.11, -0.59, 0.49, -1.62, -0.40, 0.23, 0.39, 0.29, 0.19, 0.44, 0.14, 0.38, 0.42, 0.36, 0.21, 0.04, -0.78, 0.04, -0.82, 0.27, -0.89, -0.63, 0.15, 0.33, 0.30, 0.41, 0.34, 0.46, 0.42, -0.08, 0.22, 0.29, 0.08, -0.49, -0.22, -0.53, 0.57, -1.26, -0.73, 0.26, 0.50, -0.14, 0.02, 0.41, 0.20, 0.46, 0.44, 0.04, 0.23, 0.29, -1.06, 0.11, -1.67, 2.41, -1.21, -0.70, 0.26, 0.32, 0.35, 0.52, 0.25, -0.79, 0.11, 0.43, 0.08, 0.23, 0.31, -0.66, 0.28, -0.27, 0.22, -0.86, 1.02, 0.17, -0.06, 0.39, -0.69, 0.43, -0.07, -0.40, 0.16, 0.43, 0.38, -0.56, -0.21, 0.55, -0.37, -0.70, 0.03, 0.14, 0.25, 0.21]
}